336
Properties=species:S:1:pos:R:3:lowdin_charge:R:1 method="wB97M-V/def2-TZVPD" e_homo_ev=-8.25 relative_energy_ev=0.6751 orbital_gap_ev=8.9
C 23.982 29.120 23.824 -0.0737
O 23.445 28.547 22.611 -0.2469
C 23.766 29.329 21.423 -0.1795
C 22.776 30.473 21.150 -0.2135
N 21.428 30.066 20.851 -0.0477
C 20.556 29.814 21.991 -0.2170
C 19.352 29.010 21.651 -0.2516
O 19.565 27.680 21.310 -0.1825
C 19.927 26.818 22.369 -0.0864
H 23.383 28.797 24.671 0.0639
H 23.910 30.215 23.776 0.0832
H 25.013 28.778 23.976 0.0890
H 23.701 28.576 20.629 0.1116
H 24.788 29.709 21.518 0.1176
H 23.164 31.216 20.453 0.1095
H 22.742 31.135 22.042 0.1176
H 21.351 29.306 20.200 0.1001
H 20.197 30.788 22.338 0.1233
H 21.106 29.306 22.811 0.1016
H 18.745 29.443 20.849 0.1355
H 18.717 29.058 22.544 0.1071
H 19.152 26.827 23.129 0.0738
H 20.948 27.005 22.746 0.0844
H 19.995 25.796 21.989 0.0754
C 22.570 20.695 19.925 -0.1253
O 23.015 19.896 20.961 -0.1637
C 22.004 19.438 21.798 -0.2345
C 21.055 18.424 21.197 -0.2046
N 19.957 18.035 22.095 -0.0327
C 19.294 16.820 21.630 -0.2126
C 18.038 16.457 22.359 -0.2759
O 18.315 15.962 23.611 -0.1430
C 17.177 15.478 24.249 -0.1177
H 23.422 21.065 19.347 0.0895
H 22.062 21.598 20.289 0.0911
H 21.925 20.168 19.209 0.0775
H 21.448 20.293 22.219 0.1052
H 22.504 18.897 22.606 0.1107
H 21.643 17.560 20.859 0.1254
H 20.611 18.793 20.270 0.1022
H 20.265 17.887 23.045 0.1093
H 19.934 15.913 21.501 0.1394
H 18.922 17.041 20.629 0.1040
H 17.544 15.701 21.724 0.1173
H 17.368 17.321 22.356 0.1153
H 17.401 15.155 25.274 0.0948
H 16.699 14.609 23.809 0.0603
H 16.404 16.257 24.372 0.0759
C 27.261 24.259 26.915 -0.0864
O 27.448 23.956 25.508 -0.2041
C 26.852 24.910 24.617 -0.2152
C 26.496 24.169 23.353 -0.2306
N 25.252 23.454 23.468 -0.0322
C 24.939 22.680 22.288 -0.2236
C 24.669 23.535 21.103 -0.2266
O 23.586 24.433 21.207 -0.1790
C 23.947 25.717 21.615 -0.1295
H 27.883 25.078 27.286 0.0867
H 27.539 23.343 27.434 0.0699
H 26.210 24.444 27.134 0.0776
H 27.492 25.768 24.410 0.1178
H 25.931 25.347 25.045 0.1161
H 27.347 23.517 23.119 0.1287
H 26.480 24.909 22.542 0.1078
H 25.293 22.746 24.198 0.0805
H 24.075 22.039 22.486 0.1020
H 25.717 21.944 22.019 0.1297
H 24.375 22.847 20.315 0.1019
H 25.570 24.071 20.806 0.1155
H 23.076 26.384 21.562 0.0692
H 24.727 26.131 20.971 0.0938
H 24.278 25.750 22.650 0.0766
C 22.500 25.845 26.317 -0.1123
O 22.196 27.176 26.034 -0.2067
C 20.838 27.471 25.765 -0.1926
C 20.158 28.008 27.057 -0.1665
N 18.699 28.168 26.947 -0.0685
C 18.176 29.186 26.035 -0.1976
C 18.221 30.627 26.526 -0.2397
O 17.199 30.933 27.417 -0.1788
C 16.017 31.273 26.749 -0.1194
H 21.802 25.359 27.024 0.0791
H 23.496 25.849 26.762 0.0863
H 22.492 25.156 25.461 0.0741
H 20.342 26.522 25.540 0.1088
H 20.902 28.174 24.911 0.1080
H 20.667 28.907 27.478 0.1201
H 20.339 27.244 27.806 0.1102
H 18.136 28.092 27.780 0.1218
H 17.170 28.944 25.663 0.1075
H 18.780 29.140 25.121 0.0991
H 18.250 31.353 25.696 0.1248
H 19.152 30.729 27.097 0.1216
H 15.677 30.437 26.124 0.0836
H 16.105 32.217 26.195 0.0893
H 15.251 31.508 27.503 0.0936
C 13.501 17.334 15.523 -0.0993
O 14.283 18.467 15.310 -0.2094
C 13.661 19.532 14.639 -0.2211
C 14.731 20.565 14.496 -0.2207
N 15.935 20.134 13.826 -0.0198
C 15.813 19.938 12.374 -0.2070
C 16.826 19.052 11.762 -0.2587
O 16.725 17.698 12.012 -0.1694
C 15.590 17.108 11.490 -0.1229
H 12.908 17.119 14.634 0.0889
H 12.864 17.459 16.410 0.0823
H 14.167 16.507 15.724 0.0663
H 12.944 19.992 15.321 0.1198
H 13.252 19.202 13.666 0.1246
H 14.961 20.951 15.498 0.1000
H 14.290 21.372 13.903 0.1247
H 16.344 19.362 14.329 0.0782
H 15.984 20.916 11.891 0.1218
H 14.741 19.694 12.114 0.1207
H 17.833 19.324 12.102 0.1222
H 16.824 19.238 10.686 0.1245
H 14.661 17.403 11.994 0.0789
H 15.652 16.027 11.658 0.0939
H 15.456 17.247 10.415 0.0925
C 21.172 25.740 18.947 -0.1083
O 20.372 25.180 17.954 -0.1704
C 19.995 23.863 18.249 -0.2147
C 19.018 23.401 17.153 -0.2088
N 19.667 23.203 15.872 -0.0243
C 18.792 22.740 14.804 -0.2026
C 19.433 22.866 13.462 -0.2967
O 19.698 24.156 13.182 -0.1648
C 20.336 24.370 11.977 -0.1157
H 22.179 25.292 18.982 0.0901
H 20.715 25.669 19.943 0.0715
H 21.320 26.798 18.755 0.0845
H 19.472 23.837 19.212 0.1141
H 20.868 23.197 18.326 0.1253
H 18.226 24.168 17.122 0.1087
H 18.523 22.501 17.511 0.0757
H 20.033 24.123 15.635 0.1129
H 17.834 23.270 14.778 0.1070
H 18.636 21.662 14.891 0.1057
H 18.815 22.375 12.702 0.1241
H 20.365 22.271 13.466 0.1323
H 20.555 25.447 11.953 0.0958
H 19.711 24.153 11.105 0.0923
H 21.290 23.859 11.950 0.0872
C 15.536 23.787 16.346 -0.1046
O 14.320 24.272 15.811 -0.2191
C 14.513 25.028 14.634 -0.2276
C 13.357 26.034 14.549 -0.1910
N 13.520 26.943 13.394 -0.0581
C 14.591 27.933 13.560 -0.2262
C 14.463 29.136 12.686 -0.2519
O 13.528 30.031 13.255 -0.1761
C 13.292 31.151 12.427 -0.1213
H 16.245 24.622 16.370 0.0796
H 15.880 22.912 15.779 0.0673
H 15.305 23.441 17.364 0.0863
H 14.594 24.352 13.762 0.1298
H 15.491 25.530 14.708 0.1085
H 13.271 26.565 15.510 0.1235
H 12.454 25.445 14.342 0.1201
H 12.608 27.380 13.321 0.1043
H 15.551 27.467 13.322 0.1158
H 14.691 28.288 14.598 0.1278
H 14.139 28.795 11.703 0.1234
H 15.440 29.588 12.515 0.1227
H 14.186 31.765 12.278 0.0834
H 12.554 31.801 12.915 0.0905
H 12.964 30.904 11.417 0.0834
C 19.629 19.763 16.823 -0.0882
O 18.503 19.127 16.224 -0.2148
C 18.873 18.338 15.122 -0.2291
C 18.023 17.076 15.114 -0.2000
N 18.207 16.358 16.377 -0.0369
C 17.126 15.455 16.639 -0.2290
C 17.247 14.994 18.095 -0.1950
O 17.280 16.123 18.975 -0.2096
C 15.991 16.525 19.453 -0.0879
H 20.272 20.266 16.095 0.0867
H 20.289 19.004 17.274 0.0934
H 19.186 20.496 17.498 0.0701
H 19.915 17.993 15.171 0.1270
H 18.782 18.855 14.154 0.1088
H 18.339 16.434 14.287 0.1234
H 16.967 17.326 14.939 0.1014
H 18.158 17.107 17.059 0.0923
H 17.108 14.564 15.981 0.1292
H 16.113 15.860 16.470 0.0913
H 18.166 14.425 18.222 0.1205
H 16.401 14.329 18.332 0.1215
H 15.570 15.778 20.119 0.0720
H 15.303 16.738 18.634 0.0837
H 16.077 17.486 19.963 0.0831
C 18.081 21.071 28.828 -0.0886
O 18.517 22.420 28.637 -0.1933
C 17.865 23.061 27.563 -0.2532
C 18.511 24.382 27.335 -0.2250
N 17.689 25.237 26.508 -0.0402
C 17.607 24.783 25.102 -0.1815
C 16.673 25.696 24.308 -0.2128
O 16.713 25.295 22.941 -0.1975
C 16.234 26.298 22.087 -0.1074
H 17.000 21.040 28.932 0.0766
H 18.537 20.765 29.774 0.0945
H 18.396 20.389 28.023 0.0786
H 16.800 23.198 27.745 0.1266
H 17.972 22.449 26.656 0.1110
H 19.531 24.231 26.949 0.1057
H 18.570 24.861 28.320 0.1290
H 18.078 26.167 26.478 0.0484
H 17.146 23.793 25.094 0.0920
H 18.582 24.786 24.576 0.1135
H 16.998 26.741 24.443 0.1055
H 15.654 25.649 24.721 0.1272
H 16.921 27.147 22.046 0.0728
H 15.237 26.626 22.394 0.0842
H 16.151 25.899 21.074 0.0915
C 12.405 24.914 22.586 -0.1437
O 12.996 23.758 22.985 -0.1734
C 13.428 22.930 21.960 -0.2353
C 12.424 21.960 21.355 -0.1969
N 11.745 22.478 20.194 -0.0375
C 12.508 22.296 18.962 -0.2116
C 11.781 22.654 17.697 -0.2182
O 10.928 21.580 17.306 -0.1883
C 10.383 21.774 16.010 -0.1163
H 12.902 25.319 21.688 0.0917
H 12.517 25.674 23.361 0.0853
H 11.333 24.810 22.401 0.0888
H 14.199 22.289 22.409 0.1035
H 14.013 23.452 21.183 0.1141
H 11.664 21.788 22.121 0.1303
H 12.917 20.994 21.177 0.0939
H 10.905 21.941 20.030 0.1080
H 12.839 21.262 18.838 0.1073
H 13.426 22.871 19.025 0.1044
H 12.515 22.927 16.923 0.1061
H 11.199 23.577 17.896 0.1346
H 9.780 20.900 15.750 0.0867
H 11.197 21.787 15.279 0.0718
H 9.776 22.674 15.873 0.0875
C 14.721 22.356 25.478 -0.1095
O 15.467 21.241 25.859 -0.1965
C 15.738 20.371 24.802 -0.2293
C 16.609 19.227 25.327 -0.1791
N 15.919 18.655 26.502 -0.0363
C 16.730 17.775 27.346 -0.2209
C 16.233 17.616 28.725 -0.2375
O 16.192 18.900 29.309 -0.2105
C 16.155 18.842 30.709 -0.1262
H 13.698 22.094 25.178 0.0933
H 15.121 22.916 24.633 0.0698
H 14.690 23.054 26.318 0.0946
H 16.299 20.882 23.976 0.1186
H 14.806 19.946 24.405 0.1225
H 17.607 19.603 25.609 0.1096
H 16.748 18.437 24.578 0.0956
H 15.402 19.391 26.940 0.0890
H 17.751 18.168 27.378 0.1118
H 16.737 16.786 26.866 0.1065
H 16.837 16.866 29.265 0.1348
H 15.215 17.229 28.602 0.1304
H 17.029 18.379 31.179 0.0877
H 15.330 18.212 31.102 0.0925
H 16.000 19.870 31.055 0.0918
C 12.900 18.216 19.659 -0.1155
O 13.244 17.112 20.434 -0.1932
C 13.113 17.306 21.823 -0.2154
C 13.900 16.240 22.524 -0.2206
N 13.405 14.898 22.197 -0.0385
C 14.320 13.781 22.483 -0.2085
C 14.285 13.403 23.945 -0.2354
O 15.379 12.665 24.400 -0.2070
C 15.265 11.294 24.256 -0.1182
H 11.832 18.483 19.630 0.0956
H 13.193 18.057 18.620 0.0715
H 13.357 19.175 19.992 0.0609
H 12.069 17.251 22.127 0.1315
H 13.562 18.256 22.118 0.1187
H 13.708 16.451 23.578 0.1197
H 14.964 16.382 22.301 0.0967
H 13.225 14.948 21.203 0.0940
H 15.358 14.052 22.190 0.1069
H 14.069 12.990 21.772 0.1173
H 13.356 12.900 24.229 0.1272
H 14.288 14.348 24.484 0.1149
H 16.181 10.849 24.655 0.0900
H 15.186 11.043 23.186 0.0958
H 14.464 10.942 24.927 0.0947
C 21.698 21.558 27.484 -0.0928
O 22.524 20.524 26.983 -0.1763
C 22.743 20.567 25.607 -0.2391
C 23.946 19.781 25.174 -0.2084
N 25.136 20.561 25.113 -0.0431
C 25.704 20.978 26.357 -0.2224
C 26.176 19.904 27.261 -0.2362
O 27.263 19.208 26.751 -0.1665
C 28.489 19.807 26.990 -0.1235
H 22.060 22.566 27.279 0.0773
H 21.690 21.493 28.580 0.0972
H 20.650 21.483 27.198 0.0728
H 22.868 21.608 25.303 0.1073
H 21.837 20.183 25.107 0.1209
H 23.763 19.332 24.196 0.1017
H 23.985 18.871 25.812 0.1302
H 25.839 20.013 24.626 0.1274
H 24.973 21.550 26.935 0.1277
H 26.481 21.728 26.191 0.0933
H 25.391 19.166 27.466 0.1286
H 26.483 20.400 28.192 0.1279
H 28.812 19.731 28.027 0.0881
H 28.525 20.865 26.701 0.0824
H 29.250 19.314 26.388 0.0904
C 21.230 23.289 23.531 -0.0836
O 20.009 23.161 22.821 -0.1860
C 19.327 21.978 23.138 -0.2507
C 18.605 21.489 21.935 -0.2039
N 17.443 22.337 21.550 -0.0222
C 16.758 21.975 20.301 -0.1953
C 16.160 20.614 20.421 -0.2320
O 15.396 20.270 19.279 -0.2117
C 16.178 19.997 18.109 -0.0710
H 21.029 23.396 24.598 0.0730
H 21.706 24.202 23.162 0.0829
H 21.844 22.398 23.371 0.0687
H 18.615 22.108 23.971 0.1166
H 19.977 21.184 23.525 0.1015
H 18.257 20.467 22.121 0.0977
H 19.329 21.365 21.102 0.1218
H 17.815 23.279 21.474 0.0912
H 17.465 22.025 19.454 0.1030
H 15.911 22.671 20.246 0.1100
H 15.508 20.566 21.306 0.1190
H 16.921 19.854 20.592 0.1071
H 15.479 19.599 17.368 0.0815
H 16.916 19.208 18.265 0.0799
H 16.662 20.891 17.706 0.0698


83
Properties=species:S:1:pos:R:3:lowdin_charge:R:1 method="wB97M-V/def2-TZVPD" e_homo_ev=-7.04 smiles="CC(C)c1cccc(C(C)C)c1N1C=CN(c2c(C(C)C)cccc2C(C)C)P1.N#Cc1cc([N+](=O)[O-])cc2c1no[n+]2[O-]" relative_energy_ev=7.9133 orbital_gap_ev=4.4
C -2.322 -3.107 -1.959 -0.0640
C -2.377 -1.827 -1.127 -0.3844
C -3.346 -1.984 0.044 -0.0679
C -2.748 -0.616 -1.988 -0.1389
C -3.957 -0.610 -2.685 -0.0373
C -4.298 0.466 -3.503 -0.0614
C -3.409 1.530 -3.653 -0.0343
C -2.188 1.543 -2.974 -0.1272
C -1.184 2.667 -3.244 -0.3755
C -1.863 4.028 -3.407 -0.0715
C -0.351 2.383 -4.489 -0.0552
C -1.878 0.475 -2.111 -0.1546
N -0.589 0.424 -1.428 -0.2978
C 0.539 -0.049 -2.079 -0.1578
C 1.687 0.310 -1.463 -0.1574
N 1.473 1.072 -0.326 -0.2933
C 2.555 1.869 0.246 -0.1537
C 3.355 1.298 1.244 -0.1397
C 3.076 -0.111 1.759 -0.3843
C 2.691 -0.072 3.232 -0.0628
C 4.269 -1.044 1.554 -0.0593
C 4.425 2.024 1.769 -0.0361
C 4.713 3.302 1.295 -0.0620
C 3.945 3.846 0.266 -0.0357
C 2.871 3.135 -0.278 -0.1289
C 2.116 3.705 -1.482 -0.3768
C 2.833 3.385 -2.789 -0.0553
C 1.924 5.218 -1.384 -0.0719
P -0.209 1.178 0.084 0.9911
H -1.609 -3.008 -2.786 0.0819
H -2.010 -3.954 -1.338 0.0795
H -3.306 -3.332 -2.387 0.0759
H -1.378 -1.641 -0.723 0.1040
H -3.382 -1.073 0.653 0.0816
H -4.360 -2.181 -0.325 0.0788
H -3.045 -2.816 0.693 0.0702
H -4.635 -1.460 -2.587 0.1116
H -5.249 0.470 -4.034 0.1046
H -3.673 2.358 -4.313 0.1089
H -0.515 2.708 -2.374 0.0891
H -2.574 4.226 -2.598 0.0888
H -1.112 4.828 -3.411 0.0735
H -2.400 4.070 -4.364 0.0737
H 0.233 1.460 -4.393 0.0708
H -1.014 2.277 -5.360 0.0876
H 0.338 3.214 -4.691 0.0700
H 0.443 -0.641 -2.975 0.1181
H 2.691 0.062 -1.772 0.1189
H 2.229 -0.508 1.192 0.1065
H 1.836 0.593 3.396 0.0859
H 2.419 -1.071 3.590 0.0459
H 3.529 0.304 3.833 0.0822
H 4.544 -1.108 0.496 0.0804
H 5.140 -0.681 2.112 0.0764
H 4.019 -2.050 1.911 0.0810
H 5.032 1.579 2.559 0.1117
H 5.543 3.866 1.717 0.1043
H 4.192 4.837 -0.118 0.1083
H 1.130 3.222 -1.493 0.0886
H 2.922 2.305 -2.957 0.0709
H 2.302 3.830 -3.641 0.0696
H 3.847 3.810 -2.765 0.0877
H 1.528 5.513 -0.406 0.0888
H 2.881 5.730 -1.545 0.0736
H 1.226 5.562 -2.158 0.0730
H -0.243 -0.078 0.848 -0.0745
N -2.957 -8.358 4.220 0.1846
C -2.558 -7.261 4.261 -0.1571
C -2.045 -5.925 4.288 -0.1395
C -0.699 -5.550 4.213 0.0958
C -0.321 -4.171 4.204 -0.1183
N 1.054 -3.823 4.351 -0.3022
O 1.924 -4.722 4.263 0.0770
O 1.333 -2.624 4.601 0.0471
C -1.291 -3.148 4.233 0.1326
C -2.621 -3.537 4.357 -0.0886
C -3.025 -4.892 4.355 -0.1962
N -4.368 -5.081 4.368 0.1679
O -4.874 -3.764 4.377 0.0489
N -3.813 -2.795 4.379 -0.1364
O -4.063 -1.604 4.410 0.1074
H 0.077 -6.313 4.246 0.1383
H -1.022 -2.093 4.265 0.1447